No. 1
{"formula": "CH3IN2O", "method": "ωB97M-V with the def2-TZVPD basis set", "homo_lumo_gap_ha": [0.3092, 0.3092], "smiles": "O=NI.C=N", "de_lowest_kcal_mol": 64.4, "charge": 0, "elements": ["O", "N", "I", "C", "N", "H", "H", "H"], "xyz": [[2.2012, -0.4468, -1.4529], [1.3532, -1.0525, -0.8903], [-0.1281, -2.1772, -2.1397], [-0.7512, 0.4627, 1.1756], [-0.0448, 0.7467, 0.1704], [-1.4524, 1.2496, 1.7364], [-0.7543, -0.5372, 1.5086], [-0.4235, 1.7547, -0.1082]], "forces_ev_per_angstrom": [[-3.174, -2.285, 1.666], [3.538, 2.096, -1.442], [-0.144, -0.028, -0.303], [-1.447, 2.095, 0.829], [-2.044, 3.246, -0.830], [1.329, -1.823, -1.206], [0.163, -1.117, 0.887], [1.778, -2.184, 0.400]], "lowdin_charge": [-0.088, -0.385, 0.390, -0.150, -0.019, 0.109, 0.037, 0.107]}

No. 2
{"formula": "CH3IN2O", "method": "ωB97M-V with the def2-TZVPD basis set", "homo_lumo_gap_ha": [0.2845, 0.2891], "smiles": "C/N=N\\OI", "de_lowest_kcal_mol": 87.1, "charge": 0, "elements": ["C", "N", "N", "O", "I", "H", "H", "H"], "xyz": [[-0.9209, 0.4494, 0.0096], [-0.6029, -0.9478, -0.1582], [0.5496, -1.4799, -0.0855], [1.7118, -1.2352, 0.1571], [2.7173, 0.7772, 0.0547], [-0.2748, 1.3887, -0.1307], [-1.5303, 0.4543, 0.9427], [-1.6498, 0.5933, -0.7897]], "forces_ev_per_angstrom": [[-1.037, 2.248, -0.300], [4.724, -2.048, 0.080], [-5.784, 0.132, -0.352], [1.777, 0.869, 0.118], [0.007, 0.333, 0.097], [-0.066, -1.993, 0.728], [0.652, 0.409, -0.464], [-0.274, 0.050, 0.093]], "lowdin_charge": [-0.170, 0.006, -0.150, -0.447, 0.555, 0.048, 0.092, 0.066]}

No. 3
{"formula": "CH3IN2O", "method": "ωB97M-V with the def2-TZVPD basis set", "homo_lumo_gap_ha": [0.2786, 0.2771], "de_lowest_kcal_mol": 53.7, "charge": 0, "elements": ["C", "N", "N", "O", "I", "H", "H", "H"], "xyz": [[-1.1011, 0.6813, -0.3445], [1.4151, -0.3020, 0.2451], [0.4050, -0.7775, -0.5734], [-0.8456, 1.8228, -0.4316], [-2.9604, -0.3002, 0.0537], [2.0611, 0.3967, -0.1531], [1.3034, -0.2718, 1.1656], [-0.2775, -1.2493, 0.0381]], "forces_ev_per_angstrom": [[2.593, 0.147, -1.058], [0.727, -0.451, -5.695], [-1.168, 2.841, 1.764], [-0.566, -1.318, 0.327], [-0.692, -0.136, 0.136], [-0.881, -0.885, 0.111], [-0.800, 0.263, 4.585], [0.787, -0.461, -0.171]], "lowdin_charge": [-0.774, -0.042, -0.009, -0.013, 0.713, 0.113, 0.024, -0.012]}

No. 4
{"formula": "CH3IN2O2", "method": "ωB97M-V with the def2-TZVPD basis set", "homo_lumo_gap_ha": 0.3177, "smiles": "N#[N+][O-].COI", "de_lowest_kcal_mol": 64.4, "charge": 0, "elements": ["N", "N", "O", "C", "O", "I", "H", "H", "H"], "xyz": [[1.9611, -1.1495, 3.2080], [2.3202, -1.8019, 2.3872], [2.7941, -2.3329, 1.4762], [-0.2283, 0.7419, 1.1806], [-0.1362, -0.4098, 1.9026], [-1.6271, -1.7620, 1.8261], [-0.3114, 0.6234, -0.0545], [0.6918, 1.2232, 1.4112], [-1.0977, 1.3693, 1.3488]], "forces_ev_per_angstrom": [[-0.444, 0.001, 1.273], [0.106, 1.660, 0.977], [0.680, -1.780, -2.006], [-1.061, 0.458, -4.302], [-0.857, -1.861, 0.570], [0.481, 0.685, -0.117], [0.561, -0.177, 2.889], [0.668, 0.880, -0.002], [-0.134, 0.134, 0.720]], "lowdin_charge": [0.239, -0.315, 0.097, -0.310, -0.852, 0.879, 0.132, 0.070, 0.059]}

No. 5
{"formula": "CH3INO", "method": "ωB97M-V with the def2-TZVPD basis set", "homo_lumo_gap_ha": [0.2496, 0.2563], "smiles": "CN([O-])I", "de_lowest_kcal_mol": 78.7, "charge": -1, "elements": ["C", "N", "O", "I", "H", "H", "H"], "xyz": [[-0.6744, -0.2771, -0.0175], [0.5093, 0.5102, -0.5330], [0.5402, 1.9022, -0.0508], [2.4513, -0.6646, 0.3709], [-0.9387, -0.0768, 1.0420], [-1.5185, -0.0835, -0.7958], [-0.3692, -1.3103, -0.0158]], "forces_ev_per_angstrom": [[-0.032, 1.246, -0.482], [-0.485, 5.377, 1.564], [-0.789, -6.078, -1.736], [0.272, -0.289, 0.251], [-0.161, 0.442, -0.716], [1.239, -0.256, 1.576], [-0.043, -0.442, -0.458]], "lowdin_charge": [-0.279, -0.475, -0.398, 0.025, 0.057, 0.087, -0.016]}

No. 6
{"formula": "CH3INOP", "method": "ωB97M-V with the def2-TZVPD basis set", "homo_lumo_gap_ha": 0.3657, "smiles": "O=C=NP.I", "de_lowest_kcal_mol": 10.9, "charge": 0, "elements": ["O", "C", "N", "P", "H", "H", "I", "H"], "xyz": [[-0.1917, -1.0299, -2.0241], [-0.7089, -0.8081, -1.0188], [-1.3440, -0.5978, -0.0126], [-2.6438, 0.4585, 0.3835], [-1.8684, 1.5998, 0.5297], [-2.6861, 0.0574, 1.6999], [5.2978, -0.3746, 0.0188], [4.1450, 0.6947, 0.4236]], "forces_ev_per_angstrom": [[1.150, -0.411, -0.897], [-1.822, 0.550, 0.950], [0.693, -0.272, -0.309], [-0.258, -0.597, -1.082], [0.225, 0.551, 0.469], [0.013, 0.180, 0.870], [-0.277, 0.255, 0.097], [0.274, -0.255, -0.098]], "lowdin_charge": [0.163, -0.443, -0.228, 0.771, -0.127, -0.135, 0.340, -0.341]}

No. 7
{"formula": "CH3IO2P", "method": "ωB97M-V with the def2-TZVPD basis set", "homo_lumo_gap_ha": 0.2964, "smiles": "C[P@](=O)([O-])I", "de_lowest_kcal_mol": 8.7, "charge": -1, "elements": ["C", "P", "O", "O", "I", "H", "H", "H"], "xyz": [[-0.5448, -0.6943, 0.3802], [0.7196, 0.4107, -0.3564], [1.0689, -0.1486, -1.6670], [1.8355, 0.7792, 0.6206], [-0.6687, 2.4232, -0.4954], [-1.3512, -0.2748, 1.1434], [-0.9497, -0.9561, -0.6119], [-0.1096, -1.5392, 0.9864]], "forces_ev_per_angstrom": [[-1.261, 0.151, 1.632], [2.929, -0.219, 3.435], [-0.326, -0.103, -1.224], [-1.755, -0.293, -1.120], [-0.579, 0.930, -0.361], [1.672, -0.337, -2.011], [-0.640, -0.727, 0.872], [-0.039, 0.597, -1.224]], "lowdin_charge": [-0.308, -0.122, -0.442, -0.510, 0.277, 0.055, 0.012, 0.038]}

No. 8
{"formula": "CH3IO2S2", "method": "ωB97M-V with the def2-TZVPD basis set", "homo_lumo_gap_ha": [0.2704, 0.2472], "de_lowest_kcal_mol": 69.8, "charge": 0, "elements": ["C", "O", "O", "S", "S", "I", "H", "H", "H"], "xyz": [[-0.1439, 0.3503, 0.6722], [1.0345, 0.1004, 1.4113], [5.0001, -0.4353, 0.7747], [1.9023, -1.3515, 1.2429], [4.4540, -1.7278, 1.0841], [4.7487, -3.1788, -0.8987], [-1.0712, -0.1048, 0.9676], [0.0246, -0.0186, -0.3253], [-0.1071, 1.4182, 0.6501]], "forces_ev_per_angstrom": [[1.330, -0.105, -1.604], [1.475, -1.742, 1.248], [0.797, 0.970, -0.076], [-1.389, 0.600, 0.353], [-0.983, -0.438, -0.413], [-0.109, 0.130, 0.276], [-0.196, -0.125, 1.071], [-0.021, 0.001, -0.756], [-0.904, 0.709, -0.099]], "lowdin_charge": [-0.178, -0.639, -0.637, 0.624, 0.251, 0.349, 0.081, 0.066, 0.084]}

What is the formula in the first record?
CH3IN2O